(1)
# C19H52F6O17PS7

8 unconnected molecules or ions with the total composition C19H52F6O17PS7 in a non-equilibrium geometry (the ωB97M-V functional and the def2-TZVPD basis, the OMol25 dataset).

Each line ends with the Mulliken charge.
Atoms and positions in Å:
1 O 11.453 -19.238 7.010  -0.666
2 H 19.396 -27.870 5.514  0.392
3 C 9.393 -29.492 7.613  -1.553
4 H 18.349 -27.567 4.058  0.397
5 C 9.869 -25.665 11.777  -1.421
6 C 12.346 -21.003 5.189  -0.527
7 O 11.414 -29.428 -1.921  -0.622
8 H 9.272 -30.046 8.544  0.377
9 H 9.308 -30.297 6.882  0.403
10 S 17.663 -20.962 3.807  0.461
11 F 14.592 -24.144 3.531  -0.494
12 H 10.465 -25.138 -2.028  0.335
13 H 9.008 -24.414 -1.229  0.401
14 H 14.590 -21.398 9.636  0.415
15 H 14.577 -25.925 8.696  0.139
16 O 9.439 -23.258 7.671  -0.654
17 H 8.741 -30.761 -0.222  0.382
18 H 8.635 -28.713 7.539  0.389
19 C 9.977 -24.891 -1.085  -0.667
20 H 10.326 -31.582 -0.487  0.341
21 H 12.388 -25.371 8.199  0.095
22 S 16.870 -27.087 8.443  1.080
23 H 11.400 -25.907 10.254  0.209
24 H 18.243 -23.250 4.389  0.297
25 H 10.777 -28.011 8.363  -0.004
26 H 15.981 -24.863 8.913  0.391
27 S 13.350 -29.148 7.619  1.070
28 H 13.270 -29.542 -0.062  0.325
29 H 12.006 -24.022 9.251  0.642
30 F 13.105 -25.893 3.243  -0.345
31 O 13.376 -27.957 8.491  -0.564
32 S 10.002 -24.572 8.035  1.137
33 S 12.680 -19.753 6.435  1.177
34 H 10.437 -26.242 12.506  0.393
35 H 10.008 -30.710 1.018  0.299
36 H 12.993 -29.538 5.288  0.548
37 S 11.154 -23.726 -0.312  0.716
38 O 17.782 -20.326 2.428  -0.658
39 H 12.114 -20.521 4.240  0.527
40 C 18.074 -22.726 3.448  -0.851
41 C 12.552 -29.411 0.748  -0.405
42 H 12.986 -25.322 -0.681  0.459
43 C 15.826 -21.293 3.947  -0.412
44 O 17.549 -26.822 9.738  -0.690
45 H 13.231 -24.474 0.885  0.256
46 O 9.615 -25.778 7.330  -0.569
47 H 16.865 -26.148 5.366  0.049
48 H 11.424 -21.497 5.496  0.325
49 C 10.315 -25.832 10.328  0.459
50 O 13.741 -18.939 5.973  -0.587
51 F 13.903 -23.917 5.782  -0.306
52 H 9.905 -25.821 -0.520  0.172
53 H 12.335 -28.421 2.537  0.259
54 O 13.279 -20.823 7.543  -0.327
55 C 12.501 -24.915 0.207  -0.546
56 C 10.733 -28.723 7.539  0.431
57 H 16.165 -21.715 8.961  0.398
58 H 10.783 -28.255 6.556  0.180
59 H 13.558 -27.616 1.459  0.185
60 H 15.594 -25.465 7.246  0.017
61 H 14.811 -22.885 8.836  -0.060
62 H 14.533 -28.800 5.615  0.418
63 C 13.467 -28.719 5.827  -0.732
64 C 17.450 -26.927 5.854  0.624
65 S 10.507 -29.153 -0.830  1.169
66 H 9.953 -24.615 12.059  0.338
67 H 15.146 -20.006 7.433  0.556
68 H 15.432 -21.820 3.078  0.284
69 H 9.950 -26.755 9.878  0.085
70 H 8.817 -25.942 11.840  0.308
71 C 15.568 -25.676 8.316  -0.468
72 O 11.382 -28.645 0.451  -0.196
73 H 19.209 -26.253 4.865  0.325
74 H 17.442 -23.277 2.752  0.226
75 O 11.776 -22.969 -1.472  -0.286
76 P 13.537 -24.925 4.556  1.662
77 H 16.944 -27.890 5.800  0.068
78 C 18.691 -27.198 5.025  -1.576
79 O 9.756 -24.760 9.650  -0.370
80 F 12.403 -25.627 5.513  -0.595
81 H 15.205 -20.444 4.236  0.414
82 F 14.627 -26.030 5.099  -0.084
83 H 12.267 -23.663 7.580  -0.035
84 H 19.057 -22.618 2.989  0.403
85 C 13.158 -28.558 1.836  -1.072
86 O 14.274 -30.199 8.013  -0.598
87 H 12.411 -30.425 1.121  0.419
88 O 11.835 -29.696 7.614  -0.418
89 O 17.875 -26.661 7.205  -0.379
90 C 14.651 -20.971 7.542  0.223
91 C 11.857 -24.421 8.247  -0.632
92 H 12.112 -25.773 0.756  0.103
93 C 9.817 -30.720 -0.055  -0.955
94 F 12.366 -23.964 3.945  -0.445
95 H 15.811 -22.086 4.694  -0.121
96 O 16.342 -28.394 8.209  -0.496
97 H 13.191 -21.690 5.149  -0.278
98 H 13.896 -29.126 2.403  0.528
99 C 15.097 -21.835 8.776  -1.081
100 H 14.932 -21.623 6.714  -0.182
101 O 9.420 -28.175 -1.036  -0.632
102 H 12.939 -27.784 5.637  -0.126

Summary:
Kohn-Sham gap (spin up / spin down) = 7.35 / 2.69 eV
multiplicity = 2
charge = 0
lowest unoccupied orbital energy (spin up / spin down) = -1.537 / -6.190 eV
E_HOMO (spin up / spin down) = -8.88 / -8.88 eV

(2)
# C19H34AsI2NaO10SSi

A molecular structure, C19H34AsI2NaO10SSi (the ωB97M-V functional and the def2-TZVPD basis, the OMol25 dataset).

Each line ends with the Mulliken charge.
Atoms and positions in Å:
1 O 0.127 -0.202 -2.351  0.286
2 C 0.878 -1.982 3.900  -0.015
3 H 1.629 6.814 5.193  0.347
4 H -4.074 -1.990 -0.224  0.398
5 H -3.563 0.977 -0.431  0.579
6 C 1.187 1.780 -3.052  -1.760
7 H 1.278 -0.403 -4.697  0.349
8 H -1.578 -4.172 -2.846  0.157
9 C 2.370 0.247 -1.483  -1.326
10 H 2.127 2.248 -3.358  0.412
11 H -3.944 0.622 -2.951  0.415
12 H -0.127 -4.609 -3.764  0.348
13 H 0.920 -0.900 3.791  -0.462
14 C -4.203 -1.545 -1.212  -2.075
15 I 2.407 -2.774 2.656  -0.018
16 H 2.483 -0.782 -1.135  0.175
17 H 2.060 -1.524 -3.570  0.172
18 H 2.110 -4.644 -2.610  0.336
19 H 0.783 2.325 -2.197  0.250
20 C 1.247 6.114 4.459  -0.589
21 H 3.166 1.607 5.114  0.269
22 H -4.360 -2.348 -1.937  0.369
23 I -1.072 -2.655 3.408  0.013
24 C 0.264 4.277 2.610  0.028
25 C 0.201 5.643 2.362  -0.601
26 C -2.694 0.322 -0.529  -1.529
27 O -0.136 1.408 5.360  -0.860
28 H 1.768 4.408 5.630  0.434
29 H 0.105 -3.851 0.455  -0.063
30 H 0.627 7.625 3.057  0.351
31 H 1.504 -5.887 -1.489  0.441
32 H -2.486 -0.134 0.439  0.285
33 C -3.127 -0.105 -2.959  -1.608
34 H 3.350 0.631 -1.778  0.509
35 O 1.670 0.983 3.200  -0.845
36 H 1.997 0.857 -0.660  0.109
37 C 1.965 -0.473 -3.849  -1.703
38 C 0.228 -4.134 -1.685  1.903
39 C -2.952 -0.751 -1.583  2.237
40 C -0.636 -4.720 -2.804  -1.714
41 C 0.839 3.809 3.796  -0.070
42 C 1.405 0.319 -2.666  2.007
43 H -1.838 0.942 -0.802  0.088
44 H 1.085 -2.299 4.912  0.455
45 O -1.331 4.107 0.573  -0.753
46 H -0.265 5.964 1.439  0.449
47 O 0.032 -1.191 0.195  0.014
48 O -1.144 2.169 2.067  -0.729
49 H -0.841 -5.781 -2.630  0.415
50 C -0.467 -4.327 -0.339  -1.008
51 H -1.457 -3.868 -0.352  0.135
52 H 0.477 1.841 -3.880  0.350
53 H -5.086 -0.902 -1.196  0.433
54 C 1.597 -4.811 -1.660  -1.873
55 O 0.673 2.717 0.546  -0.627
56 O 2.518 2.249 5.423  -0.682
57 H -2.200 0.399 -3.234  0.085
58 As 1.061 1.945 4.394  1.152
59 H 2.200 -4.377 -0.860  0.346
60 Na 0.396 0.516 1.448  1.095
61 H -3.343 -0.874 -3.706  0.379
62 C 1.318 4.750 4.708  -0.560
63 O 0.459 -2.771 -1.994  0.135
64 S -0.460 3.225 1.325  1.657
65 H 2.941 -0.086 -4.153  0.416
66 C 0.691 6.564 3.273  -0.504
67 H -0.575 -5.394 -0.122  0.524
68 Si -0.287 -1.438 -1.312  -1.140
69 O -1.897 -1.701 -1.675  -0.189

Summary:
Kohn-Sham gap = 7.53 eV
multiplicity = 1
charge = -2
lowest unoccupied orbital energy = 3.920 eV
E_HOMO = -3.61 eV
relative energy (zero: lowest compared OMol25 entry of this formula, charge and spin) = 0.0000 eV

(3)
# C65H46Br2F9NNbO18

A molecular structure, C65H46Br2F9NNbO18 in a non-equilibrium geometry (the ωB97M-V functional and the def2-TZVPD basis, the OMol25 dataset).

Each line ends with the Mulliken charge.
Atoms and positions in Å:
1 C -2.324 -2.303 7.209  -0.367
2 O 5.930 7.792 -0.137  -0.569
3 H 0.821 -2.057 0.828  0.833
4 H 0.881 0.242 -0.458  0.162
5 C -6.241 0.142 -2.702  -0.221
6 H -7.303 3.229 -3.928  0.417
7 H 1.087 4.705 3.411  0.294
8 C -1.156 6.566 -3.390  0.397
9 H 5.289 -4.061 3.534  0.457
10 F 5.643 2.116 2.891  -0.289
11 C 1.619 -4.743 4.786  -0.505
12 C 0.796 4.298 0.938  1.121
13 C -0.880 -1.985 -0.543  0.020
14 C 0.247 -2.658 0.134  0.384
15 F 7.069 4.208 -0.853  -0.212
16 C -1.109 9.011 -3.571  -0.370
17 O -5.058 2.092 -3.293  -0.508
18 H -6.909 -3.707 2.032  0.440
19 N 1.722 6.098 -0.853  -0.229
20 O -2.770 -2.789 4.947  -0.454
21 H 0.647 4.158 -1.507  0.183
22 C -4.062 -1.136 1.152  -0.524
23 O -3.951 -3.692 10.052  -0.580
24 H 0.678 1.898 2.745  0.074
25 C -2.752 -10.017 -3.171  0.361
26 H 3.403 -2.804 2.501  0.638
27 O 5.652 7.730 -5.447  -0.583
28 C 1.251 5.095 2.320  -0.425
29 H 2.793 7.848 0.113  0.212
30 C -2.612 6.620 -3.153  -0.427
31 H -0.608 9.959 -3.721  0.396
32 H 1.357 -4.449 0.385  0.250
33 C 3.697 2.049 1.217  1.159
34 H 2.477 7.225 2.797  0.243
35 H 5.879 9.918 -4.069  0.417
36 C -4.780 -1.831 0.064  0.380
37 H -9.507 2.084 -3.734  0.399
38 C -7.423 -0.473 -2.598  -0.343
39 H 6.635 -2.215 -2.759  0.450
40 H 2.245 -4.649 -2.731  0.393
41 F 5.952 1.721 -1.011  -0.292
42 C -1.676 -2.785 -1.494  -0.586
43 F 7.583 1.261 0.667  -0.310
44 H 3.784 -4.894 -4.675  0.449
45 C -0.452 7.847 -3.598  -0.261
46 F 5.881 4.538 1.241  -0.202
47 C -5.418 -2.317 2.820  0.378
48 H 5.096 -1.969 -0.816  0.457
49 C 3.554 -3.291 -1.625  0.236
50 H -1.550 -1.607 6.910  0.483
51 C 2.708 0.794 0.788  -0.101
52 C -2.621 -2.529 8.493  -0.357
53 C 5.845 9.011 -3.478  -0.395
54 C -4.360 -1.362 2.436  -0.185
55 C 5.867 7.778 -1.359  0.380
56 O -4.508 -1.622 -1.110  -0.560
57 H 1.646 1.868 -1.029  0.268
58 C 3.201 -4.142 -2.778  -0.217
59 O -9.760 -0.353 -2.874  -0.584
60 C -5.838 -2.785 0.449  -0.487
61 C -6.135 -3.011 1.733  -0.496
62 C -7.395 2.212 -3.568  -0.388
63 C -8.678 0.209 -2.971  0.333
64 F 5.343 0.104 1.644  -0.245
65 Br -2.171 3.362 2.687  -0.425
66 C -8.577 1.597 -3.465  -0.434
67 O -0.555 5.500 -3.412  -0.537
68 H -3.843 -0.860 3.245  0.485
69 O -3.165 10.131 -3.312  -0.586
70 H -4.453 -9.945 -4.542  0.398
71 Br -1.793 2.628 -0.899  -0.343
72 C -1.389 -4.068 -1.732  -0.413
73 H 5.570 5.573 -4.002  0.451
74 F 3.597 3.056 0.132  -0.200
75 H -4.988 -7.553 -4.099  0.426
76 C 3.248 -3.535 3.285  -0.308
77 H 2.477 -6.147 6.125  0.413
78 H -1.668 -7.333 -1.287  0.235
79 C 5.737 6.511 -2.106  0.016
80 F 8.093 3.646 1.309  -0.265
81 C -3.878 -9.344 -3.848  -0.374
82 O 0.001 -5.915 -1.276  -0.707
83 C -3.369 -7.261 -2.658  0.472
84 O 0.927 -3.136 3.207  -0.391
85 Nb -0.250 2.254 1.222  -1.238
86 O 6.080 -3.692 -4.821  -0.572
87 H -4.616 -4.454 5.697  0.378
88 O 2.800 -3.171 -0.669  -0.144
89 C 2.194 6.840 0.351  -0.228
90 O -5.689 -2.525 3.995  -0.610
91 H 0.616 7.790 -3.771  0.447
92 H 2.476 0.111 1.723  0.203
93 H -1.963 -4.669 -2.427  0.358
94 C -1.955 -9.217 -2.220  -0.438
95 C -2.242 -7.934 -1.982  0.020
96 H -5.171 -4.874 8.089  0.401
97 C -2.565 9.065 -3.334  0.364
98 C 1.014 4.812 -0.588  -0.456
99 C -3.041 -2.997 6.122  0.354
100 C -6.140 1.530 -3.196  0.204
101 H 5.703 5.604 -1.515  0.418
102 F 3.143 2.558 2.527  -0.333
103 H -3.289 -0.440 0.853  0.592
104 C 5.666 6.495 -3.440  -0.466
105 C 4.027 -4.274 -3.821  -0.441
106 C 2.631 -5.417 5.341  -0.342
107 C -3.679 -3.483 8.877  0.375
108 C 0.534 -3.941 -0.104  -0.714
109 C 6.812 3.649 0.507  0.660
110 H -1.039 0.617 1.407  0.384
111 O -2.488 -11.191 -3.391  -0.571
112 O 4.952 -5.815 5.419  -0.579
113 H 6.012 9.948 -1.582  0.420
114 C -3.268 7.784 -3.127  -0.342
115 C 1.853 -3.752 3.716  0.244
116 O -1.143 -0.811 -0.323  -0.179
117 H -5.311 -0.345 -2.432  0.731
118 C 5.326 -3.573 -3.865  0.220
119 H -7.515 -1.490 -2.239  0.428
120 H 0.590 -4.891 5.091  0.496
121 C 4.853 -2.590 -1.669  -0.423
122 O -3.633 -6.087 -2.438  -0.501
123 H -6.354 -3.287 -0.360  0.459
124 C -4.099 -3.952 6.506  -0.260
125 H -1.132 -9.725 -1.731  0.430
126 C 4.026 -5.199 4.910  0.262
127 C 5.715 7.744 -4.225  0.325
128 H -2.105 -2.027 9.302  0.404
129 H -3.113 5.672 -3.004  0.507
130 H 3.343 0.112 0.042  -0.162
131 C -4.165 -8.061 -3.610  -0.477
132 C 4.260 -4.209 3.840  -0.388
133 H -4.336 7.841 -2.954  0.404
134 C 5.246 1.607 1.526  0.394
135 H -2.499 -2.277 -1.983  0.603
136 C -4.397 -4.177 7.790  -0.365
137 C 2.038 6.522 1.941  -0.448
138 C -0.262 -4.741 -1.056  0.454
139 C 6.343 2.082 0.403  0.505
140 C 5.916 9.027 -2.144  -0.442
141 C 5.678 -2.722 -2.712  -0.432
142 C 1.368 1.249 -0.046  -0.598

Summary:
Kohn-Sham gap = 4.87 eV
multiplicity = 1
charge = -1
lowest unoccupied orbital energy = -0.513 eV
E_HOMO = -5.39 eV